15
Properties=species:S:1:pos:R:3 method="wB97M-V/def2-TZVPD" total_charge=0 smiles=Cn1cccc1N orbital_gap_ha=0.3270
C 0.098 0.914 1.675
N -0.168 0.464 0.325
C -0.981 1.075 -0.595
C -0.908 0.374 -1.774
C -0.025 -0.717 -1.558
C 0.406 -0.639 -0.255
N 1.196 -1.499 0.547
H 1.171 0.882 1.874
H -0.261 1.941 1.782
H -0.404 0.286 2.417
H -1.551 1.954 -0.325
H -1.435 0.610 -2.689
H 0.251 -1.494 -2.259
H 0.624 -2.295 0.811
H 1.986 -1.855 0.023

***

86
Properties=species:S:1:pos:R:3 method="wB97M-V/def2-TZVPD" total_charge=0 smiles="NC(N)=O.NC(N)=O.NC(N)=O.NC(N)=O.NC(N)=O.NC(N)=O.NC(N)=O.NC(N)=O.NC(N)=O.NC(N)=O.O.O" orbital_gap_ha=0.3525
N 1.492 2.517 -3.229
C 0.569 2.771 -4.185
N 0.467 4.091 -4.532
O -0.059 1.908 -4.804
H 1.601 1.545 -2.996
H 2.023 3.270 -2.836
H 1.000 4.773 -4.024
H -0.218 4.351 -5.213
N 3.527 -3.842 -2.850
C 3.758 -2.810 -1.980
N 3.514 -1.591 -2.540
O 4.039 -3.009 -0.803
H 3.169 -3.576 -3.748
H 3.388 -4.777 -2.522
H 3.385 -1.474 -3.526
H 3.472 -0.809 -1.909
N -3.301 2.202 0.890
C -2.347 1.602 1.662
N -2.088 0.310 1.364
O -1.827 2.186 2.616
H -3.425 3.174 1.123
H -3.576 1.818 0.006
H -1.522 -0.230 2.001
H -2.515 -0.135 0.564
N 0.621 -4.781 2.544
C 1.543 -3.933 1.953
N 1.795 -4.188 0.655
O 1.973 -2.964 2.558
H 0.395 -5.642 2.076
H 0.668 -4.757 3.550
H 1.246 -4.825 0.106
H 2.482 -3.632 0.142
N 1.213 0.446 0.672
C 1.031 -0.147 -0.539
N 0.501 -1.395 -0.450
O 1.387 0.301 -1.631
H 0.619 0.152 1.438
H 1.470 1.421 0.606
H 0.590 -2.000 -1.248
H 0.322 -1.850 0.429
N -1.647 -3.941 -3.739
C -0.394 -3.485 -3.436
N -0.330 -2.132 -3.340
O 0.538 -4.251 -3.243
H -2.399 -3.318 -3.966
H -1.751 -4.933 -3.838
H 0.582 -1.716 -3.238
H -1.028 -1.518 -3.729
N 0.724 2.946 5.534
C 1.582 2.917 4.457
N 1.041 2.462 3.298
O 2.782 3.141 4.565
H 1.202 3.126 6.399
H -0.248 3.164 5.421
H 0.096 2.128 3.201
H 1.747 2.272 2.606
N -3.656 -1.936 2.731
C -2.428 -2.429 2.412
N -2.300 -3.766 2.697
O -1.590 -1.805 1.780
H -4.370 -2.533 3.101
H -3.778 -0.945 2.635
H -1.376 -4.165 2.636
H -3.122 -4.327 2.827
N -3.056 2.307 -2.540
C -2.726 1.015 -2.218
N -1.530 0.618 -2.748
O -3.353 0.318 -1.427
H -3.903 2.638 -2.116
H -2.378 2.921 -2.948
H -0.912 1.256 -3.243
H -1.126 -0.106 -2.172
N -1.339 4.762 1.386
C -0.395 4.725 0.389
N -0.204 3.480 -0.162
O 0.131 5.701 -0.120
H -1.493 3.922 1.936
H -1.382 5.688 1.779
H 0.338 3.537 -1.004
H -0.659 2.660 0.192
O 3.594 2.390 1.596
H 3.648 2.723 2.508
H 3.686 1.435 1.682
O 0.156 -0.855 3.112
H 0.148 -1.808 2.956
H 0.497 -0.754 4.005

***

60
Properties=species:S:1:pos:R:3 method="wB97M-V/def2-TZVPD" total_charge=+1 orbital_gap_ha="0.2474 / 0.2556" spin_multiplicity=3
C -1.661 2.902 -3.615
C -1.294 1.772 -2.879
C 0.097 1.518 -2.700
C 1.065 2.374 -3.253
C 0.660 3.506 -3.959
C -0.697 3.769 -4.134
C 2.508 2.034 -2.997
C 2.720 0.548 -3.015
C 1.693 -0.248 -2.487
C 1.808 -1.665 -2.487
C 2.991 -2.238 -2.956
C 4.026 -1.440 -3.447
C 3.888 -0.052 -3.488
H -2.725 3.104 -3.766
H 1.423 4.173 -4.364
H -1.011 4.657 -4.684
H 3.155 2.520 -3.731
H 3.090 -3.329 -2.932
H 4.941 -1.910 -3.811
H 4.683 0.580 -3.882
N 0.549 0.394 -1.994
V -0.131 0.009 -0.145
C -2.353 0.846 -2.302
H -2.242 -0.178 -2.693
H -3.354 1.212 -2.561
C 0.675 -2.551 -2.023
H -0.227 -2.421 -2.641
H 0.974 -3.606 -2.051
P -2.298 0.723 -0.445
P 0.182 -2.249 -0.286
C 1.375 -3.208 0.681
H 1.083 -3.155 1.736
H 1.372 -4.241 0.317
H 2.375 -2.774 0.577
C -1.353 -3.174 -0.092
H -1.103 -4.238 -0.184
H -1.793 -2.982 0.892
H -2.073 -2.898 -0.871
C -2.660 2.442 0.045
H -3.558 2.819 -0.464
H -2.795 2.484 1.133
H -1.805 3.076 -0.221
C -3.766 -0.234 0.037
H -3.724 -0.399 1.121
H -4.687 0.305 -0.217
H -3.759 -1.210 -0.461
H 2.784 2.421 -1.991
H 1.150 -0.900 0.251
S -0.367 -0.390 2.211
C 0.298 0.889 3.148
N 1.562 1.058 3.565
C 1.694 2.232 4.410
C 0.256 2.671 4.619
N -0.480 1.831 3.700
H 2.345 0.511 3.217
H 2.267 3.003 3.890
H 2.197 1.983 5.345
H 0.097 3.724 4.389
H -0.072 2.479 5.642
H -1.486 1.834 3.566

***

12
Properties=species:S:1:pos:R:3 method="wB97M-V/def2-TZVPD" total_charge=+1 smiles="NC[N+]1=CC1" orbital_gap_ha=0.3473
N -1.534 -0.544 -0.034
C -0.738 0.643 0.039
N 0.532 0.149 -0.309
C 1.038 -0.943 0.037
C 1.980 0.207 0.010
H -2.031 -0.959 0.747
H -2.057 -0.452 -0.874
H -0.746 1.002 1.087
H -0.952 1.505 -0.599
H 0.791 -1.920 0.242
H 2.321 0.595 1.047
H 2.762 0.424 -0.838

***

10
Properties=species:S:1:pos:R:3 method="wB97M-V/def2-TZVPD" total_charge=0 orbital_gap_ha=0.3813
C -2.006 -0.206 0.325
O -0.811 -0.319 -0.504
C 0.031 0.797 -0.186
C 1.289 0.520 0.150
F 1.769 -0.737 0.072
H -2.576 0.626 -0.029
H -1.723 -0.105 1.449
H -2.508 -1.104 0.012
H -0.495 1.803 -0.158
H 1.985 1.301 0.372

***

13
Properties=species:S:1:pos:R:3 method="wB97M-V/def2-TZVPD" total_charge=+1 orbital_gap_ha="0.3530 / 0.1506" spin_multiplicity=2
C 0.543 0.376 0.258
C 0.557 -0.445 -0.923
S 1.542 -0.060 -2.451
C -0.305 -0.106 1.492
N -1.546 0.000 1.156
O 0.144 -0.724 2.485
H 1.621 0.463 0.511
H 0.047 1.285 0.113
H 0.796 -1.470 -0.589
H -0.435 -0.467 -1.273
H 1.110 1.199 -2.542
H -2.225 -0.729 1.344
H -1.850 0.681 0.420

***

12
Properties=species:S:1:pos:R:3 method="wB97M-V/def2-TZVPD" total_charge=+3 orbital_gap_ha="0.2056 / 0.2056"
C 0.733 -1.484 -0.514
C 1.043 -0.745 0.664
C 0.387 0.480 0.846
C -0.518 0.917 -0.200
O -1.699 1.355 0.117
Y -3.625 2.249 -0.655
H -0.076 -2.210 -0.385
H 1.604 -1.941 -0.997
H 2.069 -0.806 1.032
H 0.266 0.890 1.851
H 0.148 1.628 -0.763
H -0.332 -0.333 -0.996

***

16
Properties=species:S:1:pos:R:3 method="wB97M-V/def2-TZVPD" total_charge=0 orbital_gap_ha=0.3754
C 0.608 1.204 1.497
C 0.291 0.410 0.212
C 0.641 -0.982 -0.204
C -1.133 -0.260 -0.086
C -0.991 -0.254 -1.602
C 0.270 -0.750 -1.739
H 0.236 0.505 2.385
H 1.752 1.494 1.565
H -0.031 2.065 1.449
H 1.579 -1.377 0.131
H -0.301 -1.392 1.390
H -2.048 0.386 0.253
H -1.761 -0.089 -2.277
H 0.798 -0.859 -2.736
N -0.697 -1.509 0.351
F 0.787 1.408 -0.588